1.
DFT (ωB97M-V with the def2-TZVPD basis set) results for a structure of composition C35H71O17PbS8 in a non-equilibrium geometry.

ΔE to the lowest compared entry with this formula, charge and spin = 1519.4 kJ/mol
LUMO energy = -0.22676 Ha
HOMO-LUMO gap = 2.95 eV

ORCA input file:
```
! wB97M-V def2-TZVPD RIJCOSX def2/J DEFGRID3
* xyz 1 1
Pb -22.80145 5.32020 -0.20431
C -18.90817 4.24115 4.79751
C -19.67662 5.54681 4.89242
C -18.70979 6.77369 5.06334
O -20.56264 5.63800 3.81024
H -18.14973 4.17486 4.01746
H -19.54292 3.37020 4.63428
H -18.44944 4.09211 5.77500
H -20.29425 5.48635 5.78851
H -17.90809 6.60112 5.78139
H -19.31166 7.56258 5.51449
H -18.19147 6.99798 4.13108
C -13.81624 6.70265 -2.78138
C -14.28568 7.88503 -1.90886
C -14.92819 7.33109 -0.60595
S -15.82363 5.78726 -1.14716
O -17.28526 6.07076 -1.30846
O -15.32672 4.71041 -0.29742
C -15.06556 5.73993 -2.80669
H -12.98489 6.29839 -2.20385
H -13.53774 6.87912 -3.82032
H -15.14836 8.37254 -2.36296
H -13.54354 8.64703 -1.67079
H -15.51869 7.94109 0.07764
H -14.08325 7.05387 0.02440
H -15.84338 6.19688 -3.41849
H -15.04558 4.66284 -2.97276
C -27.52163 -0.04565 -5.23496
C -27.94019 1.35815 -5.69224
C -26.62634 2.22236 -5.71366
S -25.46270 1.46856 -4.40509
O -25.30475 2.41906 -3.29589
O -24.23450 1.04117 -5.06181
C -26.61537 0.06232 -3.96996
H -26.90227 -0.50636 -6.00454
H -28.37460 -0.60553 -4.85144
H -28.54061 1.76007 -4.87613
H -28.47483 1.40421 -6.64100
H -26.76966 3.24522 -5.36537
H -26.03943 2.32910 -6.62594
H -27.27717 0.54021 -3.24766
H -26.18716 -0.77691 -3.42185
C -28.33422 10.09056 -5.36976
C -29.03533 8.70448 -5.32904
C -28.84587 8.05425 -3.92884
S -27.40034 8.84088 -3.04371
O -26.33900 7.81164 -2.89725
O -27.86907 9.64969 -1.90350
C -27.02053 9.97018 -4.48930
H -28.88556 10.85724 -4.82539
H -28.08424 10.50452 -6.34661
H -28.52716 7.96421 -5.94698
H -30.01957 8.63897 -5.79280
H -28.70509 6.98165 -3.79543
H -29.80221 8.37721 -3.51748
H -26.26755 9.50550 -5.12586
H -26.54222 10.91640 -4.23633
C -23.46541 12.11550 1.42900
C -23.61889 12.85724 0.02367
C -22.19282 12.84747 -0.64866
S -21.33144 11.31468 0.03454
O -19.90415 11.45505 -0.03268
O -21.90926 10.09624 -0.49069
C -21.99817 11.62680 1.72524
H -24.04260 11.19414 1.35132
H -23.82094 12.83180 2.16970
H -23.90106 13.90780 0.09286
H -24.29192 12.46939 -0.74100
H -21.61211 13.65164 -0.19682
H -22.04452 12.92605 -1.72566
H -21.46220 12.47588 2.14940
H -21.87764 10.77996 2.40085
C -26.56709 -0.62735 5.18406
C -25.53951 0.30398 5.86127
C -24.45611 0.46456 4.76797
S -25.22093 0.24052 3.06339
O -24.77051 -0.97289 2.42574
O -25.16922 1.50278 2.30018
C -26.91673 -0.07428 3.74632
H -27.38576 -0.71255 5.89863
H -26.23391 -1.66505 5.16734
H -25.18277 0.01554 6.85002
H -25.99334 1.28106 6.02701
H -23.71911 -0.32402 4.91986
H -23.87601 1.38627 4.81311
H -27.36753 -0.86360 3.14480
H -27.55797 0.80576 3.79585
C -19.04894 8.16902 -6.88842
C -18.58246 6.91909 -7.56430
C -19.39475 5.79453 -6.92131
S -20.94759 6.44153 -6.23569
O -21.15004 6.36236 -4.79415
O -22.11072 6.19207 -7.16812
C -20.56410 8.19390 -6.65874
H -18.70556 9.03255 -7.45807
H -18.57847 8.33111 -5.91863
H -17.49947 6.85847 -7.67181
H -18.92501 6.99183 -8.59652
H -18.82918 5.29737 -6.13323
H -19.65169 5.06006 -7.68460
H -20.98400 8.88733 -5.93009
H -21.10735 8.23921 -7.60263
C -18.76429 -2.33811 0.05653
C -19.10497 -2.87415 -1.39161
C -20.07115 -1.83466 -1.91981
S -19.23557 -0.13096 -1.48656
O -20.37739 0.72771 -1.01902
O -18.40450 0.35291 -2.54485
C -18.22695 -0.89390 -0.01819
H -18.06158 -2.91781 0.65506
H -19.68661 -2.31880 0.63710
H -19.54032 -3.86143 -1.23715
H -18.13666 -2.89185 -1.89177
H -20.98225 -1.93045 -1.32921
H -20.49483 -1.83115 -2.92408
H -18.31533 -0.21976 0.83377
H -17.22259 -0.90774 -0.44146
C -27.14602 8.32049 6.31323
C -27.85587 9.35716 5.43567
C -28.34733 8.60300 4.23845
S -27.29816 7.02574 4.11308
O -26.49585 6.98513 2.89461
O -28.12508 5.88900 4.49115
C -26.27518 7.40879 5.48319
H -27.87233 7.63775 6.75417
H -26.53104 8.88621 7.01312
H -27.10647 9.99070 4.96120
H -28.67839 9.92350 5.87249
H -28.09432 9.20004 3.36231
H -29.39618 8.31437 4.30722
H -25.37981 7.91776 5.12630
H -25.80389 6.55621 5.97217
*
```


2.
DFT (ωB97M-V with the def2-TZVPD basis set) results for a structure of composition C35H72F3MgN5O14S4 in a non-equilibrium geometry.

LUMO energy = -0.01049 Ha
HOMO-LUMO gap = 8.22 eV

ORCA input file:
```
! wB97M-V def2-TZVPD RIJCOSX def2/J DEFGRID3
* xyz 0 1
Mg -3.09734 -1.46945 -2.31084
N -3.61139 -0.94472 -5.47390
O -2.83015 -1.56738 -6.21546
O -3.50717 -1.15450 -4.17883
O -4.43934 -0.14576 -5.87694
C -1.37730 0.68085 -1.25652
O -0.80731 -0.47308 -0.57386
O -2.41376 0.33094 -1.89296
C -1.48548 1.83698 -0.28367
F -0.29965 2.45433 -0.16510
F -2.37655 2.74199 -0.66744
F -1.80469 1.43593 0.98265
C 0.43916 -0.34812 0.01452
C 0.88040 -1.72262 0.45774
H 0.13424 -2.09816 1.16696
H 0.85792 -2.41211 -0.39101
H 1.87105 -1.69319 0.89874
H 0.44050 0.30786 0.90040
H 1.20484 0.10367 -0.64327
H -0.57277 1.00074 -1.97142
C 3.84640 -0.26923 -1.81452
C 4.29019 -1.49326 -2.46295
N 4.64392 -2.47002 -2.95679
H 3.36451 0.40145 -2.52620
H 4.69927 0.22759 -1.37051
H 3.10601 -0.52325 -1.06310
C -5.47438 4.13444 0.92415
C -5.55825 4.26331 -0.52718
N -5.62256 4.36213 -1.67057
H -6.47564 4.04726 1.33439
H -4.93971 4.97904 1.35001
H -4.90380 3.23553 1.15475
C -1.18006 2.22087 -4.80048
C -0.26529 3.13185 -4.13656
N 0.45064 3.84832 -3.60377
H -1.36577 2.56696 -5.81738
H -2.13001 2.22648 -4.28520
H -0.79950 1.20447 -4.82247
C -5.71781 1.55858 -3.39700
C -5.65939 2.44330 -4.52332
N -5.59087 3.14904 -5.41516
H -6.34072 1.98918 -2.61914
H -4.73178 1.24776 -3.02920
H -6.18196 0.60520 -3.67075
C 0.60378 7.58873 -0.93144
S -1.19452 7.50058 -0.83098
O -1.70076 8.27599 -1.95568
C -1.31453 5.75849 -1.18714
H 1.05968 6.88644 -0.24701
H 0.87689 8.62235 -0.70308
H 0.87640 7.46132 -1.98162
H -1.13882 5.42914 -2.20769
H -2.30401 5.40384 -0.90045
H -0.64099 5.23937 -0.49817
C 6.00284 -1.96418 2.98423
S 5.20302 -2.44799 1.46207
O 4.63310 -1.23374 0.85204
C 6.69888 -2.81276 0.51721
H 6.61489 -2.79432 3.33324
H 5.17272 -1.90056 3.69957
H 6.46807 -0.98616 2.92554
H 6.80123 -3.88662 0.34830
H 7.55878 -2.41506 1.04336
H 6.58146 -2.38307 -0.47589
C 0.13998 -0.91605 -4.47255
S -0.05580 -2.39610 -3.48869
O -1.35242 -2.23341 -2.77039
C -0.31618 -3.56551 -4.78346
H -0.87403 -0.65159 -4.78441
H 0.72589 -1.14363 -5.35655
H 0.54212 -0.13572 -3.83599
H -1.16278 -3.26448 -5.40353
H -0.47396 -4.52151 -4.28784
H 0.57865 -3.66135 -5.39913
C -2.69866 -4.66613 0.33287
S -2.15294 -2.97884 0.47983
O -2.88158 -2.20542 -0.55576
C -2.96841 -2.61539 2.00657
H -3.78316 -4.69863 0.42735
H -2.21340 -5.22288 1.13840
H -2.37041 -5.06503 -0.62281
H -2.77626 -1.57396 2.25466
H -2.61522 -3.31775 2.75969
H -4.04852 -2.71788 1.86180
C 1.74794 -3.70494 3.13753
C 0.31962 -3.82614 3.61755
O -0.41145 -4.73234 3.25120
C -0.21811 -2.66377 4.42064
H 1.90871 -4.34932 2.27098
H 2.51112 -3.99446 3.86598
H 1.93509 -2.66396 2.87002
H -0.71535 -1.93548 3.76984
H 0.56790 -2.09988 4.91799
H -0.98170 -3.01821 5.11475
C 3.20250 3.89818 0.87415
C 3.22912 2.83553 -0.20473
O 3.99435 1.90601 -0.13970
C 2.30618 3.01937 -1.37069
H 3.89054 4.70683 0.60248
H 3.57280 3.50815 1.82068
H 2.20454 4.32019 0.99442
H 1.79062 2.08977 -1.59438
H 2.89550 3.28290 -2.24992
H 1.56623 3.78458 -1.18190
C 1.01728 -6.36958 -0.35196
C 1.56060 -5.54873 -1.51728
O 1.15994 -5.74543 -2.63344
C 2.59384 -4.51099 -1.18590
H 1.80450 -6.59327 0.36443
H 0.68747 -7.31723 -0.78272
H 0.21037 -5.84303 0.15035
H 3.29613 -4.36618 -2.00306
H 3.16650 -4.85243 -0.32217
H 2.10453 -3.56214 -0.96563
C -3.05601 0.29873 6.33641
C -2.81011 1.37781 5.33005
O -2.90038 2.52048 5.63474
C -2.56649 0.97654 3.90652
H -3.35472 -0.64456 5.86992
H -3.83726 0.58628 7.03455
H -2.13207 0.11943 6.89293
H -1.85592 1.64214 3.42691
H -3.51113 0.99986 3.35881
H -2.14002 -0.02722 3.83783
C 1.57024 2.65116 4.16929
C 1.57804 1.16172 4.17345
O 0.69339 0.55945 4.71286
C 2.75230 0.46163 3.54964
H 0.54360 3.01818 4.18417
H 2.10665 3.05698 3.31514
H 1.99650 3.00980 5.11095
H 3.63579 0.42488 4.19385
H 3.07881 0.97510 2.63471
H 2.52186 -0.56412 3.27050
*
```


3.
DFT (ωB97M-V with the def2-TZVPD basis set) results for a cluster of 4 separate species, C35H72FNO6Si6 in total in a non-equilibrium geometry.

SMILES = C=CN1C(=O)c2cc([C@H](C)CCC)cc(CC(=O)F)c2C1=O.C[Si](C)(C)O[Si](C)(C)C.C[Si](C)(C)O[Si](C)(C)C.C[Si](C)(C)O[Si](C)(C)C
LUMO energy = -0.06988 Ha
HOMO-LUMO gap = 5.86 eV

ORCA input file:
```
! wB97M-V def2-TZVPD RIJCOSX def2/J DEFGRID3
* xyz 0 1
C 0.78865 0.39067 -0.07401
C -0.47052 0.65159 -0.83789
N -1.11316 -0.35944 -1.81079
C -1.10267 -1.79955 -1.30366
O -0.09927 -2.59033 -0.91339
C -2.69224 -2.19420 -1.37706
C -3.52592 -3.50505 -0.85445
C -5.18527 -3.60232 -1.03359
C -5.92100 -4.93977 -0.43425
C -6.94434 -5.69367 -1.46934
C -6.59509 -4.62479 1.05968
C -7.65844 -3.37729 1.04915
C -8.36255 -3.08109 2.51588
C -5.91199 -2.32961 -1.76808
C -5.10459 -0.97691 -2.31192
C -5.94259 0.25870 -2.98880
C -6.02457 0.23214 -4.62568
O -5.73408 1.38646 -5.27325
F -6.43327 -0.91144 -5.47350
C -3.47960 -0.94493 -2.09331
C -2.38767 0.22417 -2.45602
O -2.54118 1.39929 -3.09256
H 1.81086 0.53691 -0.63408
H 0.72354 -0.00269 1.04763
H -1.04318 1.66341 -0.67865
H -2.97783 -4.39174 -0.31828
H -5.04851 -5.72174 -0.20543
H -6.68462 -5.45681 -2.60174
H -8.08291 -5.52942 -1.25487
H -6.74297 -6.86232 -1.34189
H -5.67928 -4.27988 1.73399
H -6.99699 -5.61430 1.53948
H -8.45524 -3.62931 0.19688
H -7.10838 -2.36024 0.75268
H -9.10484 -2.16745 2.33806
H -8.91896 -4.00570 2.97237
H -7.51056 -2.68143 3.22131
H -7.09030 -2.31738 -1.92230
H -5.59330 1.33767 -2.62021
H -7.06290 0.15699 -2.59140
C -0.87275 5.43338 5.16678
Si -0.28175 4.04849 6.29443
C 1.59645 4.10824 6.38817
C -0.95827 4.37893 8.01655
O -0.78760 2.56006 5.69854
Si -0.59600 1.63882 4.30561
C -1.52383 0.00898 4.41141
C 1.22467 1.25135 4.02764
C -1.24314 2.57930 2.80953
H -0.39123 5.36806 4.18758
H -0.63215 6.40982 5.59996
H -1.95456 5.37693 5.02503
H 1.97660 3.26210 6.96864
H 1.92994 5.03320 6.86598
H 2.03470 4.06329 5.38723
H -0.61662 3.61102 8.72128
H -2.04944 4.38513 8.01218
H -0.61147 5.35244 8.37822
H -1.16333 -0.59208 5.25094
H -1.37761 -0.56800 3.49249
H -2.59671 0.17768 4.53972
H 1.78773 2.16594 3.82297
H 1.34859 0.57626 3.17489
H 1.65344 0.77278 4.91225
H -0.64684 3.47907 2.63116
H -2.28219 2.88058 2.96848
H -1.19739 1.95655 1.91186
C -1.62938 0.14410 -6.99354
Si -0.47410 -1.16127 -6.28631
C 0.62044 -0.35560 -4.98522
C -1.52804 -2.46181 -5.43170
O 0.46862 -1.82512 -7.50981
Si 1.59408 -1.30485 -8.64485
C 2.22494 -2.72136 -9.70501
C 3.07354 -0.52367 -7.78275
C 0.82173 -0.02402 -9.78700
H -1.06260 0.99668 -7.37673
H -2.31371 0.50983 -6.22095
H -2.22350 -0.27200 -7.81054
H 1.36245 -1.06981 -4.61544
H 0.02227 -0.00868 -4.13851
H 1.15002 0.50435 -5.40476
H -0.89669 -3.23423 -4.97583
H -2.20602 -2.94108 -6.13978
H -2.12848 -2.00114 -4.64046
H 2.71194 -3.48312 -9.08971
H 2.95647 -2.35174 -10.43091
H 1.40602 -3.19124 -10.25690
H 2.77838 0.39032 -7.26036
H 3.85035 -0.26563 -8.50958
H 3.50031 -1.21621 -7.05223
H 0.55237 0.87817 -9.22980
H -0.08305 -0.42429 -10.25263
H 1.52089 0.26008 -10.57832
C 6.43461 3.75623 4.12329
Si 5.62497 2.22270 3.39419
C 4.59909 1.38900 4.73302
C 4.45613 2.78023 2.03201
O 6.79869 1.16605 2.81777
Si 8.11192 0.30563 3.41839
C 8.96278 -0.69847 2.07815
C 7.54933 -0.88417 4.76380
C 9.38066 1.48480 4.15422
H 7.01529 3.50176 5.01380
H 5.67535 4.49107 4.41053
H 7.10368 4.21967 3.39447
H 4.18366 0.44635 4.36389
H 3.77234 2.03338 5.04337
H 5.21305 1.17349 5.61200
H 3.93532 1.92094 1.59221
H 4.99922 3.29916 1.24049
H 3.70350 3.46470 2.43680
H 8.27359 -1.42357 1.63622
H 9.81028 -1.24828 2.50021
H 9.34076 -0.04886 1.28371
H 7.16961 -0.33626 5.63040
H 8.38253 -1.51202 5.09528
H 6.75358 -1.53472 4.39102
H 8.96728 2.00320 5.02448
H 9.67801 2.23449 3.41584
H 10.27403 0.94124 4.47383
*
```